Record 1
A cluster of 6 separate species, C32H77FN3O17PS in total, computed with the ωB97M-V functional and the def2-TZVPD basis.

```
! wB97M-V def2-TZVPD RIJCOSX def2/J DEFGRID3
* xyz 0 1
N 1.8116 -7.8980 5.4568
C 0.9192 -7.3743 4.7398
C -0.3836 -6.7880 5.2229
N -1.5584 -7.6016 4.7953
P -1.3156 -9.3136 5.0528
N -0.6525 -9.6926 6.4036
S -3.0050 -6.9988 5.2978
O -3.2463 -5.7627 4.6553
O -3.9677 -8.0379 5.3453
F -2.6771 -6.6444 6.7904
H 1.5206 -7.9516 6.4355
H 1.1095 -7.3275 3.6654
H -0.3609 -6.6264 6.2994
H -0.4889 -5.8113 4.7407
H -2.5642 -9.8668 4.7895
H -0.5659 -9.5536 3.8996
H -1.2468 -10.2916 6.9658
C -0.7839 -0.9267 7.7375
O 0.3327 -0.8082 6.8858
C 1.3776 -1.7269 7.1345
C 1.9629 -2.2896 5.8593
O 1.1155 -3.1708 5.1431
C -0.0227 -2.6499 4.4775
C 0.2605 -1.7919 3.2664
O 0.8185 -0.5396 3.6127
C 1.8829 -0.1240 2.7880
H -0.6227 -0.4058 8.6875
H -1.6335 -0.4705 7.2306
H -1.0226 -1.9753 7.9441
H 1.0263 -2.5512 7.7657
H 2.1872 -1.2125 7.6697
H 2.8130 -2.9097 6.1551
H 2.3473 -1.4917 5.2208
H -0.6911 -2.1388 5.1732
H -0.5543 -3.5333 4.1125
H -0.6956 -1.6246 2.7518
H 0.9214 -2.3370 2.5826
H 2.5783 -0.9457 2.5826
H 2.4218 0.6625 3.3139
H 1.5159 0.2776 1.8361
C 6.7157 4.2261 -0.7774
O 5.8269 3.2909 -1.3442
C 6.1805 2.8323 -2.6345
C 5.9654 1.3440 -2.7882
O 6.8577 0.5287 -2.0531
C 6.7201 0.4479 -0.6471
C 5.5144 -0.3252 -0.1647
O 4.3048 0.3695 -0.4070
C 3.2517 -0.4293 -0.8941
H 6.5145 5.2416 -1.1360
H 6.5716 4.2041 0.3023
H 7.7583 3.9731 -0.9958
H 7.2260 3.0718 -2.8582
H 5.5502 3.3373 -3.3792
H 6.1756 1.1061 -3.8342
H 4.9225 1.0821 -2.5947
H 6.7600 1.4335 -0.1781
H 7.6004 -0.1101 -0.3183
H 5.6278 -0.4755 0.9175
H 5.4996 -1.3105 -0.6434
H 3.5995 -1.1280 -1.6622
H 2.5146 0.2391 -1.3389
H 2.7707 -0.9904 -0.0842
C -3.7355 2.3048 0.7867
O -2.6551 2.3718 -0.1154
C -1.5471 1.5547 0.2094
C -0.9666 0.8814 -1.0125
O -1.7728 -0.1233 -1.5966
C -2.9444 0.2507 -2.2977
C -2.6991 0.9332 -3.6232
O -2.1831 2.2420 -3.4693
C -1.1256 2.5618 -4.3436
H -3.5764 2.9686 1.6435
H -4.6293 2.6307 0.2543
H -3.9016 1.2866 1.1527
H -1.8280 0.7952 0.9476
H -0.7573 2.1791 0.6499
H -0.0698 0.3515 -0.6779
H -0.6497 1.6215 -1.7513
H -3.6228 0.8396 -1.6766
H -3.4420 -0.6970 -2.5201
H -3.6588 0.9953 -4.1542
H -2.0208 0.3166 -4.2206
H -0.4011 1.7422 -4.4129
H -0.6211 3.4387 -3.9400
H -1.4896 2.7984 -5.3497
C -4.7279 5.8665 2.2401
O -3.3807 6.2091 2.0164
C -2.8367 5.7544 0.7880
C -1.9991 6.8152 0.1132
O -2.7220 7.9197 -0.3982
C -3.2628 8.8660 0.5032
C -2.2498 9.7645 1.1753
O -1.4648 9.0701 2.1261
C -0.0918 9.3816 2.0974
H -4.8276 4.8530 2.6449
H -5.1298 6.5696 2.9695
H -5.3198 5.9399 1.3215
H -3.6302 5.4316 0.1053
H -2.1898 4.8903 0.9826
H -1.5562 6.3434 -0.7676
H -1.1801 7.1334 0.7626
H -3.9140 8.3961 1.2435
H -3.8853 9.5126 -0.1208
H -2.8035 10.5634 1.6871
H -1.6154 10.2284 0.4118
H 0.2887 9.4241 1.0711
H 0.4337 8.5905 2.6308
H 0.1170 10.3368 2.5927
C 0.6982 -2.3328 -4.9964
O -0.4328 -2.9453 -5.5730
C -1.5171 -2.0735 -5.8252
C -2.1683 -2.3342 -7.1638
O -1.3860 -1.9820 -8.2879
C -0.2702 -2.7837 -8.6289
C -0.6073 -4.1372 -9.2109
O -1.1482 -5.0158 -8.2425
C -2.2503 -5.7738 -8.6845
H 0.5883 -2.2273 -3.9111
H 1.5581 -2.9701 -5.2011
H 0.8847 -1.3448 -5.4313
H -1.1882 -1.0293 -5.7837
H -2.2751 -2.2234 -5.0434
H -3.0406 -1.6773 -7.2178
H -2.5291 -3.3635 -7.2251
H 0.4271 -2.8841 -7.7944
H 0.2375 -2.2230 -9.4179
H 0.3228 -4.5695 -9.6038
H -1.3007 -4.0083 -10.0494
H -2.9574 -5.1600 -9.2527
H -2.7562 -6.1602 -7.8008
H -1.9360 -6.6197 -9.3063
*
```

frontier orbital gap	9.44	eV
E_tot	-3547.81695	Eh
HOMO energy	-8.97	eV

Results of the Löwdin charge analysis, in e, for atoms 1 through 2:
1. N 0.1201
2. C -0.2887

Record 2
A cluster of 2 separate species, C4H12N2O in total in a non-equilibrium geometry, computed with the ωB97M-V functional and the def2-TZVPD basis.

```
! wB97M-V def2-TZVPD RIJCOSX def2/J DEFGRID3
* xyz 0 1
C 2.1242 -0.1305 1.2282
C 0.5545 -0.2119 1.4120
C -0.0959 -0.0094 0.1253
C -0.5480 1.2846 -0.2028
N -1.1346 1.6723 -1.4110
N 2.6978 -1.3011 0.4835
H 2.4071 0.7275 0.6011
H 2.6302 -0.0093 2.1374
H 0.4133 0.6460 2.1262
H 0.2879 -1.2619 1.7500
H 0.1646 -0.8978 -0.5575
H -1.1081 1.6472 0.7042
H -1.5716 2.5663 -1.2755
H -1.7314 1.0274 -1.8363
H 2.2580 -1.2293 -0.4834
H 2.7518 -2.1849 0.8140
H -3.0770 -1.1822 -1.1580
H -3.8724 -0.6303 -2.5263
O -3.1503 -0.5228 -1.9312
*
```

frontier orbital gap	8.41	eV
E_tot	-344.26237	Eh
HOMO energy	-7.81	eV
energy relative to the best compared isomer or geometry (same formula, charge and spin)	322.0	kJ/mol

Results of the natural (NBO) charge analysis, in e, for atoms 1 through 2:
1. C -0.1976
2. C -0.4577

Record 3
A structure of composition C12H18B6CuF20N2O2V in a non-equilibrium geometry, computed with the ωB97M-V functional and the def2-TZVPD basis.

```
! wB97M-V def2-TZVPD RIJCOSX def2/J DEFGRID3
* xyz -1 2
O 0.1186 1.3696 2.8594
V -1.3241 0.6594 3.0401
O -1.8802 1.0866 4.5399
Cu -1.6631 -4.5906 0.2496
B -1.1087 -1.3445 -0.0737
H -2.1181 -1.7248 -0.1015
H -0.6025 -1.5203 0.8629
H -0.5351 -1.7666 -0.8843
H -1.1448 -0.2869 -0.2848
C 0.3735 7.0498 -0.8285
N 1.0296 5.7332 -0.8242
C 0.4844 4.7843 -1.5936
C 1.0436 3.5752 -1.7507
C 2.3250 3.3176 -1.1485
C 2.8255 4.2824 -0.2467
C 2.1891 5.5787 -0.1645
C 2.9443 1.9583 -1.3723
C 3.5475 1.2630 -0.3180
C 4.0454 -0.0685 -0.4804
N 3.9640 -0.6957 -1.6270
C 3.4546 -0.0478 -2.7284
C 2.9248 1.2726 -2.6145
C 4.6160 -2.0059 -1.6290
H 0.6478 7.6985 0.0033
H -0.7115 6.9474 -0.8481
H 0.6192 7.4581 -1.8088
H -0.5476 5.0050 -1.8234
H 0.5613 2.9088 -2.4505
H 3.7506 4.1890 0.3026
H 2.6823 6.3750 0.3732
H 3.7200 1.7976 0.6044
H 4.4775 -0.5186 0.4011
H 3.5569 -0.5810 -3.6620
H 2.4897 1.7458 -3.4824
H 4.3974 -2.6285 -2.4966
H 4.2286 -2.5617 -0.7751
H 5.6908 -1.8470 -1.5419
B -3.1678 4.4540 2.3902
F -3.2163 5.5458 1.6705
F -2.8326 3.3498 1.6168
F -2.2508 4.6351 3.3866
F -4.4514 4.1503 2.9211
B 0.8970 -3.4942 4.0918
F 2.0969 -3.0887 3.5378
F 0.2199 -4.1510 3.1630
F 0.9970 -4.2858 5.2362
F 0.2511 -2.3387 4.3634
B -4.6889 -2.3442 3.0854
F -4.3760 -2.3825 4.4208
F -6.0363 -2.6891 2.9428
F -4.4765 -1.0755 2.6291
F -3.9513 -3.3221 2.4410
B 0.7810 -5.6050 -2.5986
F -0.5553 -5.1386 -2.7717
F 1.0905 -5.3057 -1.3489
F 0.7162 -6.9397 -2.8135
F 1.5363 -4.9737 -3.5631
B -5.9231 -5.7853 -2.0789
F -4.8589 -4.9418 -1.6536
F -5.6508 -6.6163 -3.0991
F -6.3245 -6.5226 -1.0746
F -6.8982 -5.0019 -2.5711
*
```

frontier orbital gap (spin up / spin down)	4.43 / 2.29	eV
E_tot	-5459.53292	Eh
HOMO energy (spin up / spin down)	-7.68 / -7.18	eV

Results of the natural (NBO) charge analysis, in e, for atoms 1 through 2:
1. O -0.4863
2. V 1.7960

Record 4
A cluster of 3 separate species, C2H2N2O2 in total in a non-equilibrium geometry, computed with the ωB97M-V functional and the def2-TZVPD basis.

```
! wB97M-V def2-TZVPD RIJCOSX def2/J DEFGRID3
* xyz 0 1
C -0.7460 -1.8062 -0.1679
C 2.0575 0.3491 -0.1467
N -1.0454 0.9135 0.1347
N -1.7194 0.0697 -0.3292
O 1.5072 1.2225 -0.6402
O 2.6278 -0.5015 0.3618
H -1.3296 -2.1381 0.7205
H -1.3522 1.8909 0.0669
*
```

frontier orbital gap (spin up / spin down)	6.98 / 6.83	eV
E_tot	-337.15359	Eh
HOMO energy (spin up / spin down)	-8.16 / -8.10	eV
energy relative to the best compared isomer or geometry (same formula, charge and spin)	711.1	kJ/mol

Results of the natural (NBO) charge analysis, in e, for atoms 1 through 2:
1. C 0.0854
2. C 1.0286